No. 1
A single C18H17N3O2 molecule. Source: the Open Molecules 2025 dataset; level of theory: the ωB97M-V functional and the def2-TZVPD basis.

```
! RIJCOSX wB97M-V def2-TZVPD def2/J DEFGRID3
* xyz 0 1
C -6.6062 -0.4617 0.8499
C -5.8758 0.2160 -0.3009
O -4.5566 -0.3021 -0.4611
C -3.6065 0.2065 0.3391
O -3.8134 1.0776 1.1507
C -2.2826 -0.4080 0.1031
C -1.2073 0.0071 0.8881
C 0.0483 -0.5272 0.7036
C 0.2609 -1.4876 -0.2890
N 1.5014 -2.0623 -0.5198
C 2.7454 -1.6506 -0.1181
N 3.5858 -2.6355 0.1454
C 4.8049 -2.3146 0.5835
N 5.2680 -1.1206 0.8059
C 4.4699 -0.0852 0.4605
C 4.9565 1.2306 0.5900
C 4.2029 2.2863 0.1629
C 2.9418 2.0921 -0.4349
C 2.1771 3.2767 -0.9378
C 2.4409 0.8193 -0.5466
C 3.1661 -0.2867 -0.0688
C -0.8247 -1.9267 -1.0529
C -2.0796 -1.3913 -0.8637
H -6.6276 -1.5387 0.7006
H -7.6250 -0.0892 0.9046
H -6.1004 -0.2444 1.7874
H -6.3741 0.0216 -1.2532
H -5.8142 1.2951 -0.1244
H -1.3827 0.7500 1.6511
H 0.8674 -0.2135 1.3318
H 1.4881 -3.0413 -0.7798
H 5.4597 -3.1500 0.7972
H 5.9385 1.3656 1.0146
H 4.5798 3.2946 0.2600
H 2.0037 3.9842 -0.1280
H 2.7444 3.7920 -1.7122
H 1.2169 2.9762 -1.3490
H 1.4856 0.6614 -1.0244
H -0.6667 -2.6894 -1.8017
H -2.9107 -1.7265 -1.4634
*
```

The calculation puts the gap between HOMO and LUMO at 8.20 eV.

Atom charges from the natural (NBO) analysis, given in e for atoms 1 to 5:
1 C -0.634
2 C -0.073
3 O -0.511
4 C 0.783
5 O -0.606

No. 2
C2H3ClF2O as an isolated structure. Source: the Open Molecules 2025 dataset; level of theory: the ωB97M-V functional and the def2-TZVPD basis.

```
! RIJCOSX wB97M-V def2-TZVPD def2/J DEFGRID3
* xyz 0 3
C -1.3199 -0.1376 -0.0973
C 1.3695 0.2355 0.0553
O -0.2556 0.3472 -0.8187
F 1.1145 0.6775 1.2686
F 2.1474 1.0612 -0.5865
Cl 1.8462 -1.4124 0.0094
H -1.5051 0.4271 0.8238
H -1.2320 -1.2079 0.1231
H -2.1649 0.0095 -0.7777
*
```

The calculation puts the gap between HOMO and LUMO (spin up / spin down) at 6.69 / 8.52 eV.

Atom charges from the natural (NBO) analysis, given in e for atoms 1 to 5:
1 C -0.355
2 C 0.579
3 O -0.153
4 F -0.345
5 F -0.326

No. 3
A single C18H29NO3 molecule. Source: the Open Molecules 2025 dataset; level of theory: the ωB97M-V functional and the def2-TZVPD basis.

```
! RIJCOSX wB97M-V def2-TZVPD def2/J DEFGRID3
* xyz 0 1
C 4.7864 -1.6026 -0.7518
C 3.9417 -2.0628 0.1514
C 3.1011 -1.2031 1.0449
C 1.6345 -1.4598 0.8074
C 0.7904 -1.8564 1.8247
C -0.5584 -2.0740 1.5785
C -1.0824 -1.8878 0.3133
O -2.3928 -2.0747 -0.0221
C -3.3851 -1.8612 0.9594
C -4.5601 -1.0900 0.3351
O -4.3195 0.2888 0.2124
C -3.4839 0.6694 -0.8764
C -2.4919 1.7384 -0.4220
N -1.6207 1.1822 0.5940
C -0.5991 2.0805 1.0949
C 0.5414 2.2248 0.0861
C 1.7882 2.8431 0.7113
C 2.9272 2.9492 -0.2957
C -0.2251 -1.4990 -0.7372
O -0.8189 -1.3421 -1.9549
C -0.0327 -0.8730 -3.0198
C 1.1169 -1.2960 -0.4762
H 5.3652 -2.2576 -1.3809
H 4.9443 -0.5453 -0.8950
H 3.7979 -3.1283 0.2752
H 3.3406 -1.4228 2.0883
H 3.3260 -0.1502 0.8565
H 1.1743 -2.0003 2.8241
H -1.1962 -2.3976 2.3872
H -3.7464 -2.8293 1.3342
H -2.9898 -1.2780 1.7970
H -5.4272 -1.1751 0.9962
H -4.8016 -1.5369 -0.6372
H -2.9276 -0.1906 -1.2529
H -4.1164 1.0717 -1.6809
H -1.8886 2.0344 -1.2830
H -3.0455 2.6244 -0.0629
H -2.2092 0.8695 1.3599
H -0.1968 1.6329 2.0079
H -0.9993 3.0786 1.3510
H 0.7764 1.2272 -0.2871
H 0.2190 2.8399 -0.7562
H 2.1063 2.2284 1.5566
H 1.5492 3.8372 1.0965
H 3.8149 3.3722 0.1692
H 3.1785 1.9660 -0.6884
H 2.6415 3.5854 -1.1307
H -0.7069 -0.7917 -3.8713
H 0.7748 -1.5709 -3.2658
H 0.3934 0.1119 -2.8007
H 1.7921 -0.9991 -1.2642
*
```

The calculation puts the gap between HOMO and LUMO at 8.70 eV.

Atom charges from the natural (NBO) analysis, given in e for atoms 1 to 5:
1 C -0.408
2 C -0.153
3 C -0.461
4 C -0.010
5 C -0.233

No. 4
C27H46N2O7P2RuS2 as an isolated structure. Source: the Open Molecules 2025 dataset; level of theory: the ωB97M-V functional and the def2-TZVPD basis.

```
! RIJCOSX wB97M-V def2-TZVPD def2/J DEFGRID3
* xyz 0 1
Ru -0.1874 -0.5714 -0.0805
C -5.9927 -0.8064 -1.9601
C -5.3470 -1.3566 -0.7118
O -4.0866 -1.9687 -1.0698
P -2.7705 -1.5383 -0.2846
S -1.1857 -2.4917 -1.0472
S -2.3642 0.3922 -0.3074
O -3.1867 -2.0280 1.1690
C -2.4736 -1.7873 2.3998
C -1.3333 -2.7578 2.6159
H -6.9886 -0.4253 -1.7300
H -6.0877 -1.5855 -2.7161
H -5.3965 0.0069 -2.3731
H -5.9539 -2.1320 -0.2442
H -5.1777 -0.5692 0.0255
H -3.2317 -1.9209 3.1707
H -2.1387 -0.7495 2.4124
H -1.6479 -3.7757 2.3825
H -1.0336 -2.7169 3.6642
H -0.4615 -2.5128 2.0110
O 2.2892 4.0144 2.4722
C 2.4146 4.1136 1.1589
O 2.9913 5.0262 0.6224
C 1.8087 3.0224 0.3460
C 1.8564 2.9626 -1.0311
N 1.2031 1.8433 -1.4085
N 0.7351 1.1835 -0.3491
C 1.0802 1.8786 0.7200
C 0.6782 1.2393 2.0100
O 0.9197 1.7935 3.0836
O 0.1114 0.1083 1.8325
H 1.7599 3.2110 2.7481
H 2.3085 3.6360 -1.7386
H 1.0258 1.4890 -2.3336
O 1.7368 -1.4076 -0.5040
P 3.0543 -2.0911 -0.7346
C 2.8991 -3.8554 -0.2663
C 4.1499 -4.7086 -0.0010
C 4.8154 -5.2284 -1.2706
C 3.8234 -6.0535 -2.0840
C 2.5820 -5.2340 -2.4195
C 1.9281 -4.6458 -1.1675
C 3.5189 -1.8612 -2.4830
C 2.2623 -1.9360 -3.3695
C 2.6546 -2.0205 -4.8527
C 3.9840 -1.3125 -5.1377
C 4.1271 -0.0972 -4.2313
C 4.2252 -0.5163 -2.7523
C 4.2702 -1.2403 0.3220
C 5.7575 -1.6389 0.1798
C 6.4995 -1.4073 1.4931
C 5.9474 -2.2905 2.6144
C 4.4035 -2.3134 2.6498
C 3.7892 -1.2103 1.7951
H 2.3873 -3.7017 0.6942
H 3.8093 -5.5744 0.5783
H 4.8639 -4.1897 0.6341
H 5.6892 -5.8287 -1.0094
H 5.1865 -4.3918 -1.8734
H 3.5281 -6.9264 -1.4919
H 4.2898 -6.4335 -2.9950
H 1.8484 -5.8534 -2.9402
H 2.8609 -4.4422 -3.1185
H 1.5470 -5.4759 -0.5640
H 1.0593 -4.0407 -1.4232
H 4.1839 -2.6862 -2.7556
H 1.6560 -1.0485 -3.1682
H 1.6192 -2.7733 -3.1029
H 1.8627 -1.5665 -5.4526
H 2.7125 -3.0670 -5.1615
H 4.0406 -1.0240 -6.1880
H 4.8247 -1.9905 -4.9612
H 3.2646 0.5597 -4.3831
H 5.0055 0.4912 -4.4998
H 3.7792 0.2645 -2.1297
H 5.2743 -0.5875 -2.4641
H 4.1667 -0.2142 -0.0484
H 6.2195 -1.0512 -0.6141
H 5.8744 -2.6839 -0.1159
H 6.4108 -0.3532 1.7695
H 7.5652 -1.6001 1.3568
H 6.3378 -1.9393 3.5708
H 6.3291 -3.3075 2.4866
H 4.0502 -2.2025 3.6757
H 4.0304 -3.2825 2.3157
H 4.0640 -0.2404 2.2158
H 2.6980 -1.2454 1.8362
*
```

The calculation puts the gap between HOMO and LUMO at 7.72 eV.

Atom charges from the Löwdin analysis, given in e for atoms 1 to 5:
1 Ru 0.693
2 C -0.073
3 C -0.289
4 O -0.323
5 P -0.145

Calculated maximum force in order - 0.72 3.72 0.65 1.22 eV/A
Calculated energy in order - -1010.920160 -812.953819 -983.684780 -3266.820156 Ha